The following is a DFT calculation (ωB97M-V with the def2-TZVPD basis set) of a structure of composition C31H31AsN3O3RuS.

Calculated values
Lowest unoccupied orbital energy   -10.25 eV
Frontier orbital gap   6.0 eV
HOMO   -16.25 eV
Net charge   +3

Element x y z (Å)
Ru: -1.0958 0.6826 -1.3960
As: -1.0702 1.6288 0.7843
S: -1.7442 3.0062 -3.2271
O: 0.9286 0.3331 -1.2169
O: -0.7596 2.5820 -2.1219
O: 5.6685 -9.6655 0.1621
N: -1.0633 -1.2997 -0.6829
N: 2.1672 -4.5762 0.5856
N: 3.4393 -4.8594 0.9105
C: 0.1936 -1.7591 -0.5032
C: 5.7994 -7.5244 0.9735
C: -1.8570 -3.4176 0.0796
C: -3.2972 2.5857 -2.4798
C: -0.6976 0.3781 2.2107
C: -1.3366 0.4517 -4.2941
C: -2.6336 2.5811 1.3834
C: 5.0602 -8.5507 0.2884
C: -1.1563 1.4864 -6.8687
C: 3.1484 -7.1150 0.0076
C: 0.3545 2.9196 0.8845
C: -5.6106 2.1561 -1.0196
C: -4.2909 3.5479 -2.4751
C: -1.0509 -0.3854 -5.3547
C: 3.8838 -6.0524 0.6876
C: -4.5980 1.2003 -1.0102
C: 1.2513 -0.7966 -0.8221
C: 3.7145 -8.3170 -0.1868
C: 2.9455 -2.3985 -0.1748
C: -3.4351 1.4111 -1.7324
C: 5.0762 -10.8322 -0.4911
C: 0.4932 -3.0290 -0.0350
C: 5.2308 -6.3262 1.1709
C: -0.9646 0.1348 -6.6446
C: -1.5261 1.8139 -4.5205
C: -5.4609 3.3207 -1.7532
C: -2.0670 -2.1259 -0.3981
C: 1.9157 -3.3926 0.1432
C: -0.5702 -3.8797 0.2665
C: -1.4246 2.3363 -5.8013
C: 2.6410 -1.1792 -0.6355
H: 1.2981 2.4460 0.6210
H: -6.2464 4.0639 -1.7613
H: -0.9139 -1.4452 -5.1881
H: -0.7473 -0.5242 -7.4740
H: 5.7461 -5.5271 1.6871
H: 0.2697 -0.0973 2.0495
H: -1.4762 -0.3812 2.2644
H: -0.3815 -4.8756 0.6422
H: 6.7962 -7.7657 1.3162
H: 0.1540 3.7206 0.1768
H: -2.9278 3.3096 0.6297
H: -4.7334 0.2809 -0.4544
H: 0.4087 3.3184 1.8966
H: -4.1568 4.4738 -3.0203
H: -2.7105 -4.0428 0.3017
H: -2.8507 0.4596 -1.8907
H: -3.4546 1.8906 1.5617
H: -1.5440 3.3997 -5.9669
H: 3.1728 -9.1146 -0.6737
H: 4.1954 -11.1432 0.0653
H: -2.3825 3.0961 2.3101
H: -1.4832 -0.0400 -3.3204
H: 2.1360 -6.9195 -0.3165
H: 5.8474 -11.5907 -0.4404
H: -0.6641 0.9205 3.1548
H: -1.0834 1.8894 -7.8692
H: 4.8460 -10.5869 -1.5248
H: 3.9753 -2.6817 -0.0065
H: -3.0680 -1.7452 -0.5504
H: 3.3979 -0.4387 -0.8593
H: -6.5185 1.9822 -0.4584

---

The following is a DFT calculation (ωB97M-V with the def2-TZVPD basis set) of a structure of composition C6H25CaN12O7 at a distorted geometry.

Calculated values
Lowest unoccupied orbital energy (spin up / spin down)   -0.30 / -0.38 eV
Frontier orbital gap (spin up / spin down)   4.4 / 8.5 eV
<S²>   0.750
HOMO (spin up / spin down)   -4.72 / -8.84 eV
Multiplicity   2

Element x y z (Å)
Ca: 0.4672 -1.8373 2.5165
O: 2.6589 -0.7814 2.2274
O: 2.9145 1.3654 -3.0642
O: -0.4904 -1.9357 -3.2423
O: 0.1415 -0.4815 0.7215
O: -0.6460 1.9254 -3.6738
O: -0.4537 4.1332 1.6442
O: -1.9756 -1.4207 2.4143
N: -2.0946 -3.5453 -2.7403
N: -1.2185 2.0536 1.3960
N: -3.6130 -0.8501 0.9405
N: -0.7235 2.2929 -1.5600
N: -3.5216 -2.8163 1.7748
N: -1.7712 0.6218 -2.2351
N: 0.9091 2.4401 1.4090
N: 4.7463 -0.2271 1.8381
N: 3.5199 1.0464 3.0004
N: 2.8132 1.1117 -0.7758
N: 1.4893 0.0197 -2.0773
N: -1.2585 -2.2202 -1.1540
C: 2.4828 0.8744 -2.0433
C: -0.2652 2.9508 1.5112
C: -1.2187 -2.5942 -2.4469
C: 3.5849 -0.0466 2.3687
C: -3.0143 -1.6348 1.8364
C: -1.1020 1.6538 -2.5889
H: 2.5050 0.5150 -0.0214
H: -2.7079 -3.9265 -2.0341
H: 3.3358 1.9518 -0.5732
H: 0.0958 2.8832 -1.5779
H: -0.9376 1.0835 1.3858
H: 2.6480 1.3769 3.3884
H: -1.9410 -2.5816 -0.5031
H: 0.9151 1.4981 1.0445
H: -2.1854 2.3437 1.3629
H: -0.5464 -1.6088 -0.7809
H: -3.1617 0.0265 0.7213
H: -2.2336 0.0871 -2.9565
H: -1.2574 2.0976 -0.7251
H: 1.0218 -0.0889 -1.1886
H: 5.5136 0.3855 2.0749
H: 4.2288 1.7586 3.1030
H: -1.8747 -4.1367 -3.5290
H: -4.4111 -3.1523 1.4343
H: 1.6469 3.1237 1.5008
H: -4.3935 -1.2203 0.4173
H: 0.8954 -0.1370 -2.8791
H: 4.9731 -1.1219 1.4283
H: 0.1343 0.0768 -0.0803
H: -3.0957 -3.5389 2.3373
H: -1.5285 0.2071 -1.3467